Entry 1:
{"formula": "CH8N3Si", "method": "wB97M-V/def2-TZVPD", "species": ["C", "N", "N", "N", "Si", "H", "H", "H", "H", "H", "H", "H", "H"], "xyz": [[-1.206, -0.509, -0.257], [-0.153, -1.137, -0.693], [-1.043, 0.686, 0.150], [0.932, -0.278, -0.744], [0.509, 1.412, -0.252], [-2.098, -1.028, -0.051], [0.359, -0.751, 2.187], [-0.155, -1.985, -1.274], [-1.436, 0.914, 1.045], [0.915, -0.667, 1.701], [1.732, -0.758, -0.975], [0.415, 1.948, -1.618], [1.231, 2.152, 0.781]], "atomic_forces_ev_per_a": [[-0.3, -3.7, 0.0], [-0.1, 0.7, -0.9], [0.7, 3.8, 1.8], [-0.8, 1.1, 0.5], [0.5, -1.7, -2.1], [-1.0, -0.8, -0.1], [0.1, 0.0, 0.1], [-0.1, 0.5, 0.5], [-1.1, 0.3, 0.0], [0.0, -0.1, 0.2], [2.2, -0.9, -0.5], [0.0, 0.9, 0.4], [-0.1, -0.1, 0.2]], "lowdin_charge": [-0.2245, 0.0314, -0.0266, -0.1029, 0.7142, 0.1535, 0.0684, 0.2012, 0.1250, 0.0355, 0.0739, -0.0234, -0.0258], "charge": 1, "e_homo_ev": -13.71, "de_lowest_kj_mol": 350.7, "fmax_ev_per_a": 4.3, "gap_ev": 9.95, "e_tot_ha": -496.3572}

---

Entry 2:
{"formula": "C4H4N2O2", "method": "wB97M-V/def2-TZVPD", "species": ["C", "C", "C", "N", "N", "O", "C", "O", "H", "H", "H", "H"], "xyz": [[-0.169, -1.297, 1.566], [0.085, -1.787, 0.047], [-0.206, -0.495, -0.649], [-1.048, 0.256, 0.245], [-0.636, -0.086, 1.623], [-0.767, 1.639, 0.020], [0.373, 1.703, -1.128], [0.259, 0.236, -1.727], [-0.112, -1.874, 2.617], [0.810, -2.844, 0.078], [-0.128, 2.451, -1.903], [1.540, 2.096, -0.789]], "atomic_forces_ev_per_a": [[-0.9, -0.8, -1.3], [1.5, 1.9, 2.2], [0.9, -3.3, 2.2], [3.6, 0.3, 0.9], [-1.2, -0.7, -1.1], [2.4, -0.2, -2.5], [-1.8, 0.1, 0.2], [-0.3, 1.6, 2.7], [0.3, 1.2, -2.9], [-2.3, 3.7, -1.3], [1.4, -1.9, 1.6], [-3.5, -1.8, -0.7]], "lowdin_charge": [-0.1765, 0.0143, -0.2823, -0.0830, 0.0342, -0.1173, 0.0334, -0.0407, 0.1381, 0.1509, 0.1444, 0.1845], "charge": 0, "e_homo_ev": -8.89, "de_lowest_kj_mol": 811.0, "fmax_ev_per_a": 4.5, "gap_ev": 9.00, "smiles": "c1cc2n(n1)OCO2", "e_tot_ha": -414.5373}

---

Entry 3:
{"formula": "C5H8", "method": "wB97M-V/def2-TZVPD", "species": ["C", "C", "C", "C", "C", "H", "H", "H", "H", "H", "H", "H", "H"], "xyz": [[-0.425, 1.051, -0.722], [0.888, 0.808, -0.723], [1.217, -0.174, 0.393], [-0.135, -0.905, 0.603], [-1.210, 0.115, 0.129], [-0.842, 1.725, -1.464], [0.885, 0.625, -1.795], [2.051, -0.844, 0.164], [1.506, 0.361, 1.313], [-0.152, -1.810, -0.022], [-0.310, -1.218, 1.635], [-1.995, -0.362, -0.477], [-1.687, 0.663, 0.937]], "atomic_forces_ev_per_a": [[-0.7, 0.1, 0.1], [-0.7, -0.9, -0.2], [-0.1, -0.1, -0.2], [-0.1, 0.1, 0.1], [-0.1, 0.1, 0.5], [-0.3, -0.3, -0.1], [2.5, 0.7, -0.7], [-0.2, 0.0, 0.0], [-0.1, 0.0, -0.4], [-0.1, 0.3, 0.1], [0.1, 0.0, -0.1], [0.1, 0.2, 0.2], [-0.3, -0.2, 0.4]], "lowdin_charge": [-0.1363, -0.1292, -0.1925, -0.1858, -0.1858, 0.1012, 0.1096, 0.0963, 0.1052, 0.1070, 0.0973, 0.1125, 0.1004], "charge": 0, "e_homo_ev": -8.59, "de_lowest_kj_mol": 172.1, "fmax_ev_per_a": 2.7, "gap_ev": 9.73, "smiles": "C1=CCCC1", "e_tot_ha": -195.2265}

---

Entry 4:
{"formula": "C6H11AlF4N4O2", "method": "wB97M-V/def2-TZVPD", "species": ["N", "C", "N", "C", "N", "C", "C", "C", "C", "O", "O", "N", "H", "H", "H", "H", "H", "H", "H", "H", "H", "H", "H", "F", "Al", "F", "F", "F"], "xyz": [[-1.354, 2.599, -3.418], [-1.422, 1.328, -2.903], [-0.816, 0.011, -3.336], [-1.210, -1.065, -2.336], [-2.077, -0.275, -1.367], [-2.749, -0.811, -0.118], [-1.546, -0.923, 1.035], [-0.673, 0.456, 1.205], [0.731, 0.245, 2.087], [0.798, 0.578, 3.386], [1.931, -0.286, 1.363], [-2.233, 1.101, -1.646], [-2.187, 3.231, -3.220], [-0.542, 3.031, -3.913], [-0.948, -2.205, -2.269], [-3.675, -0.192, 0.244], [-3.125, -1.914, -0.302], [-2.022, -1.259, 2.076], [-0.867, -1.845, 0.698], [-0.316, 0.937, 0.184], [-1.380, 1.246, 1.739], [2.077, 0.411, 0.630], [-2.781, 1.812, -1.075], [4.574, -2.887, 2.464], [5.277, -1.242, 2.251], [4.736, -0.179, 3.600], [4.724, -0.552, 0.683], [7.075, -1.352, 2.258]], "atomic_forces_ev_per_a": [[-0.9, -0.2, 0.4], [-0.5, -3.9, 2.5], [-2.5, 0.6, 3.8], [-2.2, 8.4, 0.2], [0.3, -2.3, -1.0], [0.7, -1.3, 1.6], [0.1, -0.8, 0.1], [0.2, 0.3, 0.3], [1.3, 1.5, 5.6], [-0.7, -2.5, -8.9], [-3.7, 3.1, 0.6], [3.2, -1.5, -4.2], [1.9, -1.2, -0.4], [-1.1, -1.1, 0.6], [-0.6, 2.6, -0.1], [2.0, -0.8, -1.1], [0.7, 2.4, 0.1], [1.0, 1.0, -2.3], [-1.3, 2.2, 0.7], [-0.8, -1.3, 1.9], [1.8, -1.6, -0.9], [0.1, -1.7, 1.4], [1.0, -1.8, -0.8], [0.8, 2.0, -0.3], [0.2, -0.1, 0.4], [0.6, -1.3, -1.7], [0.5, -0.7, 1.6], [-2.3, 0.2, -0.1]], "lowdin_charge": [0.1249, -0.2344, 0.0843, 0.1082, -0.1468, -0.1323, -0.1619, -0.1181, -0.2530, 0.0111, -0.0115, 0.1099, 0.1474, 0.1471, 0.1756, 0.1392, 0.1424, 0.1448, 0.1344, 0.1041, 0.1324, 0.1315, 0.1993, -0.2759, 0.1151, -0.2705, -0.2734, -0.2738], "charge": 0, "e_homo_ev": -9.64, "fmax_ev_per_a": 9.2, "gap_ev": 6.82, "e_tot_ha": -1246.6046}

---

What did the fourth record say?
{"formula": "C6H11AlF4N4O2", "method": "wB97M-V/def2-TZVPD", "species": ["N", "C", "N", "C", "N", "C", "C", "C", "C", "O", "O", "N", "H", "H", "H", "H", "H", "H", "H", "H", "H", "H", "H", "F", "Al", "F", "F", "F"], "xyz": [[-1.354, 2.599, -3.418], [-1.422, 1.328, -2.903], [-0.816, 0.011, -3.336], [-1.210, -1.065, -2.336], [-2.077, -0.275, -1.367], [-2.749, -0.811, -0.118], [-1.546, -0.923, 1.035], [-0.673, 0.456, 1.205], [0.731, 0.245, 2.087], [0.798, 0.578, 3.386], [1.931, -0.286, 1.363], [-2.233, 1.101, -1.646], [-2.187, 3.231, -3.220], [-0.542, 3.031, -3.913], [-0.948, -2.205, -2.269], [-3.675, -0.192, 0.244], [-3.125, -1.914, -0.302], [-2.022, -1.259, 2.076], [-0.867, -1.845, 0.698], [-0.316, 0.937, 0.184], [-1.380, 1.246, 1.739], [2.077, 0.411, 0.630], [-2.781, 1.812, -1.075], [4.574, -2.887, 2.464], [5.277, -1.242, 2.251], [4.736, -0.179, 3.600], [4.724, -0.552, 0.683], [7.075, -1.352, 2.258]], "atomic_forces_ev_per_a": [[-0.9, -0.2, 0.4], [-0.5, -3.9, 2.5], [-2.5, 0.6, 3.8], [-2.2, 8.4, 0.2], [0.3, -2.3, -1.0], [0.7, -1.3, 1.6], [0.1, -0.8, 0.1], [0.2, 0.3, 0.3], [1.3, 1.5, 5.6], [-0.7, -2.5, -8.9], [-3.7, 3.1, 0.6], [3.2, -1.5, -4.2], [1.9, -1.2, -0.4], [-1.1, -1.1, 0.6], [-0.6, 2.6, -0.1], [2.0, -0.8, -1.1], [0.7, 2.4, 0.1], [1.0, 1.0, -2.3], [-1.3, 2.2, 0.7], [-0.8, -1.3, 1.9], [1.8, -1.6, -0.9], [0.1, -1.7, 1.4], [1.0, -1.8, -0.8], [0.8, 2.0, -0.3], [0.2, -0.1, 0.4], [0.6, -1.3, -1.7], [0.5, -0.7, 1.6], [-2.3, 0.2, -0.1]], "lowdin_charge": [0.1249, -0.2344, 0.0843, 0.1082, -0.1468, -0.1323, -0.1619, -0.1181, -0.2530, 0.0111, -0.0115, 0.1099, 0.1474, 0.1471, 0.1756, 0.1392, 0.1424, 0.1448, 0.1344, 0.1041, 0.1324, 0.1315, 0.1993, -0.2759, 0.1151, -0.2705, -0.2734, -0.2738], "charge": 0, "e_homo_ev": -9.64, "fmax_ev_per_a": 9.2, "gap_ev": 6.82, "e_tot_ha": -1246.6046}

---

What is the formula in the first record? CH8N3Si

---

Which formula does entry 3 have? C5H8